# 1
{
  "formula": "C6H11N",
  "method": "ωB97M-V/def2-TZVPD",
  "e_lumo_ev": 0.95,
  "total_charge": 0,
  "homo_lumo_gap_ev": 12.048,
  "de_lowest_kj_mol": 52.5,
  "total_energy_ev": -7889.987,
  "fmax_ha_per_bohr": 0.020,
  "smiles": "CCC[C@@H](C)C#N",
  "e_homo_ha": -0.40801,
  "elements": ["C", "C", "H", "C", "C", "H", "H", "H", "H", "N", "H", "H", "H", "H", "C", "C", "H", "H"],
  "positions_angstrom": [[-1.204, 0.433, -0.325], [-2.533, -0.047, -0.927], [2.708, 1.041, -0.138], [2.614, 0.029, 0.270], [0.117, -0.320, -0.638], [-0.102, -1.361, -0.906], [0.616, 0.122, -1.509], [-1.071, 1.493, -0.573], [3.073, -0.676, -0.430], [0.201, 1.241, 2.442], [-2.744, 0.359, -1.922], [3.199, -0.002, 1.198], [-1.349, 0.414, 0.754], [-2.615, -1.138, -0.977], [1.143, -0.338, 0.568], [0.660, 0.541, 1.644], [-3.341, 0.299, -0.269], [1.155, -1.350, 0.994]],
  "forces_ev_per_angstrom": [[0.0, 0.1, 0.1], [0.0, 0.0, -0.1], [-0.1, -0.1, 0.0], [0.0, 0.0, -0.1], [0.0, 0.0, 0.0], [0.0, 0.2, 0.1], [-0.1, 0.0, 0.2], [0.0, -0.1, 0.1], [-0.2, 0.1, 0.0], [0.7, -0.6, -0.5], [0.2, -0.1, 0.1], [-0.2, 0.0, -0.2], [0.0, 0.0, -0.1], [0.1, 0.1, 0.0], [-0.1, 0.0, 0.0], [-0.4, 0.6, 0.7], [0.1, -0.1, -0.2], [-0.1, 0.2, -0.1]]
}

=====

# 2
{
  "formula": "C27H40BrCsN6O2PS",
  "method": "ωB97M-V/def2-TZVPD",
  "e_lumo_ev": 2.23,
  "total_charge": -1,
  "homo_lumo_gap_ev": 6.015,
  "de_lowest_kj_mol": 25.4,
  "total_energy_ev": -132399.829,
  "fmax_ha_per_bohr": 0.013,
  "e_homo_ha": -0.13904,
  "elements": ["C", "H", "C", "C", "C", "H", "H", "H", "H", "Cs", "N", "N", "H", "C", "C", "H", "C", "C", "H", "H", "H", "C", "C", "H", "H", "O", "C", "N", "C", "C", "C", "H", "C", "H", "N", "H", "H", "H", "H", "C", "H", "H", "H", "C", "H", "C", "H", "H", "H", "C", "Br", "H", "H", "N", "H", "H", "H", "H", "P", "C", "C", "H", "C", "H", "H", "H", "C", "C", "H", "C", "H", "S", "H", "C", "C", "N", "H", "O", "H"],
  "positions_angstrom": [[-4.506, 2.018, 7.517], [-6.035, 0.794, 6.635], [-1.326, 5.458, 2.265], [6.136, 0.745, 3.582], [-4.924, 0.448, 0.549], [7.061, 0.452, 3.085], [6.193, 0.166, -1.863], [4.562, 2.362, 0.978], [3.852, 2.401, 3.772], [0.496, 0.316, 1.710], [3.109, -0.202, 0.748], [-1.944, 3.342, 1.350], [3.489, -2.783, 4.217], [-5.016, 1.155, 6.548], [-5.296, 0.837, -0.721], [-1.392, 2.426, 6.221], [3.690, -1.822, 3.733], [5.895, -0.617, 0.129], [8.020, -0.669, -0.230], [-3.427, -0.537, 1.748], [4.713, -2.141, -0.873], [-4.227, 0.752, 5.485], [-2.408, 2.075, 6.328], [-6.217, 1.379, -0.886], [4.352, -3.581, 0.877], [-2.354, -0.664, 3.697], [-4.447, 0.512, -1.768], [-2.286, 1.547, 2.719], [5.334, 2.194, 1.731], [-1.937, 2.848, 2.614], [5.877, -2.627, 2.884], [5.899, -0.013, 4.328], [-2.924, 1.213, 5.372], [6.338, 1.676, 4.125], [-1.612, 3.581, 3.704], [2.868, -2.683, 1.208], [3.542, 0.741, 4.249], [5.393, 3.081, 2.372], [-6.063, 1.824, 8.808], [-3.194, 2.473, 7.396], [5.718, -3.503, 3.525], [-1.062, 5.425, 4.401], [4.551, 0.421, -1.205], [-3.277, -0.172, -1.482], [7.562, 0.528, 0.972], [4.985, 0.976, 2.599], [6.054, -2.813, 0.072], [-2.584, -0.428, -2.277], [-4.613, 0.067, 4.743], [4.517, -2.063, 2.462], [-6.023, 0.867, 2.032], [-4.685, 0.792, -2.786], [-2.791, 3.146, 8.145], [-2.921, -0.539, -0.254], [4.204, -1.197, 4.461], [3.442, -3.935, 2.343], [-1.083, 6.501, 2.124], [2.731, -1.356, 3.498], [4.466, -0.450, 1.407], [5.616, 0.424, -0.967], [-1.318, 4.855, 3.511], [6.473, -2.958, 2.034], [-1.649, 4.621, 1.206], [-1.661, 4.998, 0.186], [5.899, 1.434, -0.675], [7.595, -1.183, 1.400], [3.732, 1.381, 3.391], [3.751, -3.132, 1.666], [6.471, -1.913, 3.454], [-3.735, -0.239, 0.755], [6.295, 2.093, 1.230], [-1.933, 0.692, 3.999], [2.850, 1.360, 2.749], [7.341, -0.476, 0.610], [5.746, -1.981, -0.560], [-5.316, 2.460, 8.574], [6.383, -1.997, -1.452], [-0.545, 0.840, 4.411], [-4.800, 2.731, 9.396]],
  "forces_ev_per_angstrom": [[0.0, 0.0, 0.0], [0.0, 0.0, 0.0], [0.0, 0.0, 0.0], [0.0, 0.0, 0.0], [0.0, 0.0, 0.0], [0.0, 0.0, 0.0], [0.0, 0.0, 0.0], [0.0, 0.0, 0.0], [0.0, 0.0, 0.0], [0.0, -0.2, -0.6], [0.1, 0.0, 0.1], [0.0, 0.0, 0.0], [0.0, 0.0, 0.0], [0.0, 0.0, 0.0], [0.0, 0.0, 0.0], [0.0, 0.0, 0.0], [0.0, 0.0, 0.0], [0.0, 0.0, 0.0], [0.0, 0.0, 0.0], [0.0, 0.0, 0.0], [0.0, 0.0, 0.0], [0.0, 0.0, 0.0], [0.0, 0.0, 0.0], [0.0, 0.0, 0.0], [0.0, 0.0, 0.0], [0.0, 0.0, 0.1], [0.0, 0.0, 0.0], [0.0, 0.1, 0.0], [0.0, 0.0, 0.0], [0.0, 0.0, 0.0], [0.0, 0.0, 0.0], [0.0, 0.0, 0.0], [0.0, 0.0, 0.0], [0.0, 0.0, 0.0], [0.0, 0.0, 0.0], [0.0, 0.0, 0.0], [0.0, 0.0, 0.0], [0.0, 0.0, 0.0], [0.0, 0.0, 0.0], [0.0, 0.0, 0.0], [0.0, 0.0, 0.0], [0.0, 0.0, 0.0], [0.0, 0.0, 0.0], [0.0, 0.1, 0.0], [0.0, 0.0, 0.0], [0.0, 0.0, 0.0], [0.0, 0.0, 0.0], [0.0, 0.0, 0.0], [0.0, 0.0, 0.0], [0.0, 0.0, 0.0], [0.0, 0.0, 0.0], [0.0, 0.0, 0.0], [0.0, 0.0, 0.0], [0.0, -0.1, 0.0], [0.0, 0.0, 0.0], [0.0, 0.0, 0.0], [0.0, 0.0, 0.0], [0.0, 0.0, 0.0], [-0.1, 0.0, -0.1], [0.0, 0.0, 0.0], [0.0, 0.0, 0.0], [0.0, 0.0, 0.0], [0.0, 0.0, 0.0], [0.0, 0.0, 0.0], [0.0, 0.0, 0.0], [0.0, 0.0, 0.0], [0.0, 0.1, 0.1], [0.0, 0.0, 0.0], [0.0, 0.0, 0.0], [0.0, 0.0, 0.0], [0.0, 0.0, 0.0], [-0.1, 0.0, 0.2], [0.2, 0.1, 0.0], [0.0, 0.0, 0.0], [0.0, 0.0, 0.0], [0.0, 0.0, 0.0], [0.0, 0.0, 0.0], [-0.1, 0.1, 0.2], [0.0, 0.0, 0.0]]
}

=====

# 3
{
  "formula": "C29H30N5O3PdS",
  "method": "ωB97M-V/def2-TZVPD",
  "e_lumo_ev": 2.86,
  "total_charge": -1,
  "homo_lumo_gap_ev": 6.901,
  "total_energy_ev": -58468.401,
  "fmax_ha_per_bohr": 0.026,
  "e_homo_ha": -0.14856,
  "elements": ["C", "H", "C", "H", "C", "C", "C", "H", "C", "O", "C", "C", "H", "C", "H", "C", "C", "H", "H", "H", "H", "H", "H", "C", "C", "Pd", "O", "C", "H", "H", "H", "H", "H", "N", "C", "H", "C", "H", "H", "C", "S", "C", "H", "H", "C", "H", "C", "C", "C", "C", "N", "H", "N", "H", "H", "H", "H", "N", "C", "H", "C", "C", "C", "N", "C", "C", "O", "H", "H"],
  "positions_angstrom": [[-2.400, -0.328, -3.500], [-2.417, 0.726, -3.742], [6.975, -0.195, -0.905], [0.595, -0.652, 3.590], [5.774, 1.891, -0.651], [-1.923, -3.348, 1.250], [-1.464, -0.683, -2.494], [-3.564, 4.497, 2.525], [-1.645, 2.459, 4.448], [2.497, -1.452, -1.329], [-2.338, 3.145, 1.529], [-0.919, 1.167, 2.369], [-2.763, 3.517, 0.605], [-1.327, 2.151, 1.329], [-0.469, 0.752, 4.393], [-3.486, -2.473, -4.222], [3.221, 1.688, -0.182], [-1.994, 2.496, -1.441], [-4.173, -2.880, -4.954], [-2.464, -1.305, 1.645], [-1.621, -1.390, 4.103], [-2.926, 4.114, 4.762], [7.908, -0.714, -1.091], [-3.277, -1.101, -4.235], [5.811, -0.925, -0.689], [-0.197, -0.015, -0.135], [2.995, 2.894, -0.166], [-2.818, 3.722, 2.680], [-3.873, -0.545, -4.953], [-3.133, -4.413, -3.511], [0.227, 3.370, -2.673], [-3.163, -2.464, 2.753], [-1.064, 3.828, -0.737], [-0.464, 0.081, -2.117], [4.620, 1.161, -0.434], [-1.795, -4.054, -1.723], [-2.480, 3.475, 4.010], [5.735, 2.972, -0.634], [1.004, 1.021, -3.208], [-1.155, -1.891, 3.250], [2.978, -0.764, -0.153], [-2.888, -3.368, -3.342], [-2.816, -3.575, 0.660], [-0.626, 1.424, -3.722], [-1.547, -1.951, -1.697], [1.022, 2.475, -1.395], [-1.003, 1.445, 3.758], [0.012, -1.029, 2.742], [-2.065, -3.153, -2.257], [-2.244, -2.208, 2.219], [-0.778, 1.954, 0.169], [7.876, 1.744, -1.056], [-0.988, -1.884, -0.517], [-0.735, -2.829, 3.631], [5.812, -2.007, -0.703], [-0.538, -3.937, -0.317], [-1.678, -4.250, 1.823], [2.327, 0.695, -0.017], [-0.762, -3.062, 0.298], [0.143, -2.881, 0.874], [4.650, -0.216, -0.456], [-0.003, 1.250, -2.844], [0.112, 2.522, -1.993], [-0.402, 0.062, 1.887], [-1.020, 2.767, -1.002], [6.956, 1.198, -0.885], [2.921, -1.511, 1.084], [-1.490, 2.421, 5.523], [0.721, -1.629, 2.177]],
  "forces_ev_per_angstrom": [[0.0, 0.0, -0.1], [0.0, 0.0, 0.0], [0.0, 0.0, 0.0], [0.0, 0.0, 0.0], [0.0, 0.0, 0.0], [0.0, -0.1, 0.0], [0.1, -0.1, -0.1], [0.0, 0.0, 0.0], [0.0, -0.1, -0.1], [0.0, -0.1, 0.0], [0.1, 0.0, -0.1], [0.1, 0.1, 0.2], [0.0, 0.1, 0.0], [-0.3, 0.3, 0.0], [0.0, 0.0, 0.0], [0.0, 0.0, 0.0], [0.1, 0.2, 0.0], [0.0, 0.1, 0.0], [0.0, 0.0, 0.0], [0.0, 0.0, 0.0], [0.0, 0.0, 0.0], [0.0, 0.0, 0.0], [0.0, 0.0, 0.0], [0.0, 0.0, 0.1], [0.0, 0.0, 0.0], [-1.3, 0.3, 0.3], [0.0, -0.1, 0.0], [0.0, -0.1, 0.1], [0.0, 0.0, 0.0], [0.0, 0.0, 0.0], [-0.1, 0.0, 0.0], [0.0, 0.0, 0.0], [0.0, 0.0, 0.0], [0.0, 0.2, 0.4], [0.0, 0.0, 0.0], [0.0, 0.0, 0.0], [-0.1, 0.1, 0.0], [0.0, 0.0, 0.0], [0.0, -0.1, 0.0], [0.0, -0.1, 0.0], [0.2, 0.1, -0.3], [0.0, 0.0, 0.0], [0.0, 0.0, 0.0], [0.0, 0.1, 0.0], [-0.1, -0.1, 0.0], [0.1, 0.1, -0.1], [-0.1, 0.0, 0.1], [0.2, 0.0, 0.1], [-0.1, 0.0, 0.0], [0.0, 0.1, -0.1], [0.4, -0.3, 0.0], [0.0, 0.0, 0.0], [0.7, -0.1, -0.3], [0.0, 0.0, 0.1], [0.0, 0.0, 0.0], [-0.1, 0.0, 0.0], [0.0, 0.0, 0.0], [0.1, -0.2, 0.1], [0.0, 0.1, 0.2], [0.0, 0.0, -0.1], [-0.1, 0.0, 0.1], [-0.1, 0.0, -0.1], [0.1, 0.0, 0.1], [0.1, 0.0, -0.2], [-0.2, 0.0, 0.0], [0.0, 0.0, 0.0], [0.0, 0.0, 0.1], [0.0, 0.0, 0.0], [0.0, 0.1, 0.0]]
}

=====

# 4
{
  "formula": "C4H6S",
  "method": "ωB97M-V/def2-TZVPD",
  "e_lumo_ev": 0.13,
  "total_charge": 0,
  "homo_lumo_gap_ev": 8.748,
  "de_lowest_kj_mol": 326.5,
  "total_energy_ev": -15076.409,
  "fmax_ha_per_bohr": 0.157,
  "smiles": "S=CC1CC1",
  "e_homo_ha": -0.31686,
  "elements": ["H", "H", "H", "S", "C", "C", "C", "H", "H", "H", "C"],
  "positions_angstrom": [[-1.269, -0.813, -0.359], [-0.512, 1.403, 1.174], [0.426, 0.051, 2.337], [0.576, 0.829, -2.729], [0.012, 0.598, -1.284], [-0.444, -0.911, 0.392], [0.677, -0.047, -0.174], [-0.170, -1.761, 0.838], [1.533, -0.533, -0.508], [-0.840, 0.920, -1.060], [0.010, 0.263, 1.372]],
  "forces_ev_per_angstrom": [[0.0, -0.8, 1.9], [1.3, -3.6, 1.2], [0.5, -0.2, -0.1], [0.8, 0.1, -2.1], [6.6, -1.1, -0.1], [-0.7, 4.9, -0.5], [-1.8, -0.5, 2.4], [0.6, -3.6, 1.0], [2.0, -0.6, 0.5], [-7.4, 2.8, 1.7], [-2.0, 2.6, -6.0]]
}

=====

# 5
{
  "formula": "C4H8N2",
  "method": "ωB97M-V/def2-TZVPD",
  "e_lumo_ev": 1.05,
  "total_charge": 0,
  "homo_lumo_gap_ev": 9.495,
  "de_lowest_kj_mol": 400.0,
  "total_energy_ev": -7253.730,
  "fmax_ha_per_bohr": 0.076,
  "smiles": "C1N[C@H]1[C@H]1CN1",
  "e_homo_ha": -0.31037,
  "elements": ["H", "H", "H", "H", "C", "H", "N", "H", "C", "H", "N", "H", "C", "C"],
  "positions_angstrom": [[0.688, -0.817, -1.724], [-2.794, 0.390, 0.074], [2.000, 0.765, 0.607], [-1.768, -1.107, 0.359], [-0.370, 0.639, -0.469], [0.626, -0.964, 1.195], [-0.817, 0.760, 0.886], [2.891, -0.342, -0.565], [1.964, -0.103, -0.053], [-1.182, 1.689, 1.063], [1.136, -1.238, 0.351], [-1.269, 0.731, -1.176], [0.679, -0.365, -0.733], [-1.785, -0.038, 0.186]],
  "forces_ev_per_angstrom": [[-0.1, 0.1, 0.2], [0.7, -0.1, -0.5], [0.0, -0.2, -0.1], [0.2, 0.0, 0.1], [-3.5, -1.3, -1.0], [0.1, -0.1, -0.1], [-0.3, 0.4, 0.3], [0.0, 0.0, 0.2], [0.4, 0.1, -0.1], [0.1, 0.0, 0.2], [-0.2, 0.0, 0.2], [1.8, 1.3, -0.6], [0.4, 0.1, -0.1], [0.4, -0.3, 1.3]]
}

=====

# 6
{
  "formula": "C7H39NO13",
  "method": "ωB97M-V/def2-TZVPD",
  "e_lumo_ev": 0.04,
  "total_charge": 0,
  "homo_lumo_gap_ev": 9.205,
  "de_lowest_kj_mol": 364.5,
  "total_energy_ev": -35998.390,
  "fmax_ha_per_bohr": 0.046,
  "e_homo_ha": -0.33678,
  "elements": ["C", "H", "O", "H", "H", "H", "H", "O", "H", "C", "H", "H", "H", "C", "H", "H", "H", "H", "H", "C", "H", "O", "C", "O", "H", "H", "H", "H", "O", "O", "H", "O", "H", "H", "H", "C", "H", "H", "H", "C", "H", "O", "O", "O", "H", "H", "H", "H", "O", "H", "H", "O", "H", "H", "H", "O", "H", "H", "N", "H"],
  "positions_angstrom": [[3.663, 0.481, 2.238], [1.681, -2.583, 1.787], [0.842, -3.413, 0.563], [0.036, -2.849, 0.515], [-3.538, 3.602, -1.973], [0.743, -1.169, -1.431], [2.712, -3.216, 2.730], [-3.247, -1.891, 1.638], [-3.617, -0.369, -2.484], [2.739, 2.409, -0.235], [-0.653, -2.654, 4.038], [-2.684, 4.215, 1.150], [-3.237, 0.191, 0.037], [0.514, -0.108, -1.139], [2.735, -1.118, -4.314], [0.409, -2.203, 3.004], [-2.729, -1.423, 2.330], [2.642, 2.212, 2.878], [3.795, 2.678, -0.204], [0.657, 1.442, 0.916], [0.380, 1.444, 1.977], [1.045, 2.454, -3.490], [2.157, 1.823, 0.801], [-3.693, -1.057, -1.802], [-3.450, -1.826, -2.338], [0.990, -3.555, -0.380], [-4.382, 0.895, 0.687], [-2.045, 3.872, -0.196], [-0.537, -2.124, 3.247], [2.120, -2.451, 2.653], [1.493, 0.339, -1.348], [2.299, -1.917, -3.996], [4.246, 0.308, 3.126], [-1.391, -0.112, 2.979], [-2.230, -2.134, 0.079], [2.882, 1.523, 2.044], [-3.279, 2.176, -1.257], [3.942, -1.849, -2.845], [0.124, 2.293, 0.473], [0.399, 0.042, 0.400], [3.597, -2.456, -1.609], [-2.904, 2.907, -1.789], [-3.659, 1.065, 0.064], [-1.968, 4.476, 0.561], [1.376, 3.056, -2.818], [0.275, 2.906, -3.876], [0.966, -0.778, 0.854], [-0.291, 1.177, -2.479], [-2.317, -0.182, 3.250], [2.275, 2.489, -1.200], [1.366, -1.687, -3.913], [4.320, -1.897, -1.939], [3.835, -0.352, 1.596], [-0.643, -0.124, 0.770], [-1.560, -1.568, -1.254], [-1.446, -2.146, -0.495], [-2.623, 0.707, 3.018], [-1.482, 0.461, -1.579], [-0.567, 0.355, -1.993], [-3.085, -2.788, 1.973]],
  "forces_ev_per_angstrom": [[0.7, -0.4, 0.6], [0.6, -0.4, -0.1], [-0.7, 0.4, -0.5], [0.1, -0.3, 0.0], [-0.4, -0.3, 0.2], [-0.4, 0.6, 0.7], [-0.4, 0.3, 0.0], [0.2, -1.1, 0.2], [-0.2, 0.1, 0.4], [0.7, -0.4, 0.0], [0.1, 0.0, 0.1], [0.1, 0.0, -0.1], [0.0, 0.0, -0.2], [0.9, -1.5, 0.6], [-0.3, 0.0, -0.1], [-0.2, -0.2, 0.6], [-0.3, 0.7, -0.3], [0.5, -0.3, -0.4], [-0.2, -0.1, 0.1], [2.0, 0.9, 0.1], [0.2, 0.2, 0.0], [-0.4, 0.1, -0.3], [-1.1, -0.2, 0.7], [0.2, 0.2, -1.1], [-0.1, -0.3, 0.4], [0.2, -0.1, 0.1], [0.0, 0.2, -0.3], [-0.1, 0.1, 0.0], [0.1, 0.1, -0.4], [0.3, 0.0, 0.0], [-0.4, 0.5, -0.6], [0.0, 0.0, -0.2], [-0.3, 0.4, 0.7], [0.2, -0.6, 0.4], [-0.1, 0.4, -0.1], [-0.1, 0.7, 0.5], [-0.4, 0.7, 0.0], [0.7, 0.3, 0.5], [-0.5, -0.7, -0.4], [-2.3, -0.2, -0.6], [0.5, 0.1, 0.6], [0.8, -0.2, -0.2], [0.0, -0.5, 0.7], [0.0, -0.1, 0.0], [0.0, 0.2, 0.0], [0.4, -0.1, 0.2], [0.4, 0.7, 0.2], [-0.1, 0.7, -0.3], [0.5, 1.5, 0.1], [-0.4, 0.3, -0.1], [0.1, 0.1, 0.0], [-1.1, -0.5, -0.9], [-0.2, 0.0, -1.2], [0.5, -0.5, -0.7], [-0.2, 0.1, 0.2], [0.4, -0.8, 0.1], [-0.4, -0.2, 0.1], [0.3, 0.2, 0.4], [0.2, -0.4, 0.0], [-0.4, -0.1, -0.5]]
}

=====

# 7
{
  "formula": "C4H7NO",
  "method": "ωB97M-V/def2-TZVPD",
  "e_lumo_ev": [0.01, 0.02],
  "total_charge": 0,
  "homo_lumo_gap_ev": [9.001, 9.144],
  "de_lowest_kj_mol": 379.2,
  "total_energy_ev": -7795.714,
  "fmax_ha_per_bohr": 0.037,
  "e_homo_ha": [-0.33045, -0.33539],
  "elements": ["C", "H", "H", "H", "C", "H", "H", "C", "N", "H", "H", "O", "C"],
  "positions_angstrom": [[0.597, 0.245, 0.665], [2.530, 1.108, 0.180], [0.928, -0.265, 1.587], [-3.133, -0.912, 0.370], [1.773, 0.470, -0.275], [0.141, 1.194, 0.974], [-0.229, -1.684, -0.065], [-1.647, -0.116, -0.465], [-1.430, 0.192, -1.646], [1.392, 0.935, -1.189], [2.224, -0.490, -0.549], [-2.667, -0.070, 0.440], [-0.398, -0.608, -0.043]],
  "forces_ev_per_angstrom": [[0.0, 0.1, -0.2], [0.1, 0.0, -0.1], [-0.2, 0.0, -0.4], [-0.3, 0.1, 0.1], [0.3, 0.1, -0.1], [0.1, -0.2, -0.1], [0.2, 0.2, -0.6], [-0.2, -0.2, 0.5], [0.9, -0.7, 1.5], [0.2, 0.0, 0.1], [0.0, 0.2, 0.0], [-1.3, 0.4, -0.4], [0.2, 0.0, -0.4]]
}